# 1
# C21H23ClN2O3S

An isolated molecule of C21H23ClN2O3S at a distorted geometry (the ωB97M-V functional and the def2-TZVPD basis, OMol25).

```
51
Properties=species:S:1:pos:R:3
O 2.9052 -0.3877 0.5214
C 1.9556 0.3603 0.6494
N 2.0639 1.6377 1.0849
C 3.3387 2.3142 1.0856
C 3.5410 3.0937 -0.2280
C 3.3998 2.1635 -1.4015
C 2.2366 2.0077 -2.0216
C 1.9954 1.0344 -3.1335
C 3.1128 -0.0009 -3.2177
C 4.4631 0.6993 -3.1290
C 4.6045 1.3388 -1.7516
C 0.5572 -0.0951 0.3618
C 0.3901 -1.1511 -0.5331
C -0.8680 -1.6061 -0.8732
C -1.9930 -1.0160 -0.3045
Cl -3.5595 -1.5715 -0.7217
C -1.8331 0.0182 0.6044
S -3.2120 0.8188 1.4511
O -4.3261 0.9828 0.5781
O -2.6719 1.9693 2.1096
N -3.5945 -0.2518 2.6733
C -4.2549 -1.4687 2.4553
C -5.4784 -1.4771 1.7938
C -6.1342 -2.6757 1.5824
C -5.5898 -3.8658 2.0376
C -4.3789 -3.8544 2.7080
C -3.7078 -2.6625 2.9137
C -0.5721 0.4748 0.9364
H 1.2525 2.2327 1.0197
H 3.3829 2.9930 1.9409
H 4.1073 1.5470 1.1916
H 2.7929 3.8878 -0.2858
H 4.5309 3.5513 -0.2120
H 1.3857 2.6208 -1.7485
H 1.9259 1.5847 -4.0786
H 1.0303 0.5427 -2.9776
H 3.0278 -0.6975 -2.3821
H 3.0300 -0.5675 -4.1470
H 4.5258 1.4691 -3.9015
H 5.2739 -0.0126 -3.2926
H 4.7106 0.5515 -0.9987
H 5.5031 1.9597 -1.7116
H 1.2723 -1.6068 -0.9563
H -0.9944 -2.4153 -1.5740
H -2.8434 -0.2909 3.3458
H -5.8871 -0.5456 1.4382
H -7.0803 -2.6789 1.0624
H -6.1081 -4.7979 1.8723
H -3.9484 -4.7770 3.0678
H -2.7598 -2.6512 3.4338
H -0.5197 1.2719 1.6622
```

## Properties
Molar mass   418.946 g mol⁻¹
HOMO-LUMO gap   0.3310 Ha
ΔE to the lowest compared entry with this formula, charge and spin   164.7 kJ/mol
Structure (SMILES)   O=C(NCCC1=CCCCC1)c1ccc(Cl)c(S(=O)(=O)Nc2ccccc2)c1
Electronic energy   -2007.653581 hartree

=====

# 2
# C38H31MnN8P

C38H31MnN8P as an isolated structure at a distorted geometry (the ωB97M-V functional and the def2-TZVPD basis, OMol25).

```
79
Properties=species:S:1:pos:R:3
Mn -0.5077 -0.1276 0.5121
C -3.1250 5.2719 -2.0814
C -3.7054 4.3748 -2.9863
C -3.4881 3.0183 -2.8855
C -2.6694 2.5672 -1.8556
C -2.1878 1.2679 -1.4999
N -2.4121 0.1876 -2.2371
C -1.9699 -1.0016 -1.9193
C -2.0518 -2.1576 -2.7883
C -2.5993 -2.3608 -4.0442
C -2.4676 -3.6153 -4.6137
C -1.7938 -4.6443 -3.9592
C -1.2765 -4.4636 -2.6888
C -1.4279 -3.2178 -2.1018
C -1.0820 -2.7048 -0.7959
N -0.7518 -3.4538 0.2196
C -0.5167 -2.9541 1.4263
N -0.1620 -1.6575 1.7083
C 0.0695 -1.5759 3.0613
N 0.5350 -0.5081 3.6944
C 0.5052 0.6879 3.1710
N -0.1324 1.0632 2.0097
C -0.1139 2.4383 1.9404
N -0.6907 3.1817 1.0330
C -1.3499 2.6824 -0.0030
N -1.3885 1.3600 -0.3832
C -2.1137 3.4711 -0.9196
C -2.3370 4.8383 -1.0368
C 0.6102 2.9693 3.0758
C 0.9002 4.2589 3.4907
C 1.6302 4.4094 4.6561
C 2.0444 3.3102 5.4046
C 1.7333 2.0204 5.0171
C 1.0182 1.8606 3.8413
C -0.2123 -2.8355 3.6835
C -0.2566 -3.2610 5.0073
C -0.6511 -4.5619 5.2522
C -0.9966 -5.4346 4.2132
C -0.9647 -5.0236 2.8972
C -0.5729 -3.7164 2.6343
N -1.3682 -1.3590 -0.7401
H -3.2925 6.3288 -2.2190
H -4.3346 4.7593 -3.7772
H -3.9321 2.3222 -3.5787
H -3.1315 -1.5703 -4.5469
H -2.8962 -3.8016 -5.5865
H -1.6892 -5.5974 -4.4547
H -0.7629 -5.2521 -2.1649
H -1.8818 5.5247 -0.3406
H 0.5457 5.1057 2.9269
H 1.8808 5.4003 4.9998
H 2.6073 3.4723 6.3118
H 2.0296 1.1624 5.5996
H -0.0024 -2.5869 5.8126
H -0.7222 -4.9133 6.2711
H -1.3156 -6.4385 4.4567
H -1.2495 -5.6783 2.0894
C 3.3056 1.7021 0.3719
C 2.5719 1.6337 -0.9626
P 1.5322 0.1091 -1.1204
C 2.7367 -1.3031 -1.1695
C 3.8174 -1.3160 -2.2474
C 0.9152 0.2547 -2.8718
C 1.7798 0.9317 -3.9324
H 3.8855 2.6216 0.4422
H 3.9894 0.8635 0.4892
H 2.5911 1.6796 1.1939
H 3.2682 1.7140 -1.8008
H 1.8620 2.4659 -1.0309
H 2.1235 -2.2088 -1.2445
H 3.1979 -1.3295 -0.1770
H 3.4071 -1.6406 -3.2014
H 4.5939 -2.0231 -1.9591
H 4.2827 -0.3385 -2.3657
H -0.0256 0.8071 -2.8046
H 0.6689 -0.7630 -3.1853
H 1.9398 1.9804 -3.7016
H 1.2583 0.8704 -4.8858
H 2.7427 0.4472 -4.0456
```

## Properties
Molar mass   685.634 g mol⁻¹
HOMO-LUMO gap (alpha / beta)   0.1638 / 0.1624 Ha
Electronic energy   -3397.217694 hartree
2S+1   6

=====

# 3
# C4H7N3O2

C4H7N3O2 as an isolated structure at a distorted geometry (the ωB97M-V functional and the def2-TZVPD basis, OMol25).

```
16
Properties=species:S:1:pos:R:3
C -2.4168 -0.1300 0.3117
C -0.2909 0.3147 -0.4481
C -0.1090 -1.0951 -0.2383
C 1.0423 0.6891 -0.2641
H -3.3992 0.5082 1.0077
H -2.9677 -0.6274 -0.6241
H -1.6785 -1.0591 0.9896
H -1.4957 1.7449 0.1605
H -0.6811 -2.1728 0.0143
H 3.6910 -1.1842 -0.0496
H 2.3265 1.8628 -0.3990
N -1.5566 0.8629 -0.3882
N 1.2104 -1.4284 -0.1604
N 1.9376 -0.2989 -0.2436
O 3.0942 0.0846 0.2940
O 1.2935 1.9288 0.0377
```

## Properties
Molar mass   129.119 g mol⁻¹
HOMO-LUMO gap   0.2480 Ha
ΔE to the lowest compared entry with this formula, charge and spin   1037.9 kJ/mol
Electronic energy   -471.007711 hartree

=====

# 4
# C16H29N2OPSSiTi

C16H29N2OPSSiTi as an isolated structure at a distorted geometry (the ωB97M-V functional and the def2-TZVPD basis, OMol25).

```
52
Properties=species:S:1:pos:R:3
Ti 0.2563 -0.3676 -0.2509
Si -0.8165 -0.7775 2.1476
P -1.5227 1.4908 0.0921
N 1.5215 0.8725 -0.1831
H -0.7187 -2.6964 -2.2222
C -1.7407 2.3975 -1.4845
H -2.5116 3.1743 -1.3701
H -2.0487 1.7042 -2.2768
H -0.7990 2.8726 -1.7836
C -3.2777 1.0687 0.4183
H -3.8890 1.9812 0.3615
H -3.3935 0.6098 1.4069
H -3.6270 0.3583 -0.3447
C -1.1387 2.8915 1.2138
H -1.9833 3.5972 1.2460
H -0.2475 3.4187 0.8430
H -0.9298 2.5197 2.2240
C -2.0135 -2.2526 2.0186
H -1.6502 -3.0637 1.3768
H -2.9853 -1.9060 1.6403
H -2.1597 -2.6436 3.0352
H 0.3352 -1.2345 2.9848
H -1.5902 0.2124 2.9852
C 2.4116 1.6512 0.4418
C 4.3212 3.1803 0.4241
C 3.3648 2.4494 -0.2628
C 2.4382 1.6825 1.8775
C 3.4007 2.4270 2.5499
C 4.3508 3.1675 1.8306
H 5.0488 3.7711 -0.1386
H 3.3023 2.4521 -1.3524
H 1.6756 1.1032 2.4141
H 3.4028 2.4348 3.6429
H 5.1006 3.7359 2.3802
C -1.2682 -1.7732 -2.4601
O -0.5569 -0.6937 -1.8545
C -1.2436 -1.5754 -3.9660
H -2.0882 -2.0715 -4.4606
H -0.3182 -2.0056 -4.3619
H -1.2663 -0.5129 -4.2304
C -2.6743 -1.9259 -1.9241
H -3.3107 -1.1038 -2.2800
H -2.7541 -1.9545 -0.8317
H -3.0912 -2.8664 -2.3026
S 3.6299 -3.4549 0.5666
C 2.1734 -4.3691 0.1606
C 1.1439 -3.5342 -0.1748
N 1.4515 -2.1711 -0.0237
C 2.7500 -1.9963 0.3323
H 2.1344 -5.4507 0.1733
H 0.1681 -3.8016 -0.5692
H 3.2334 -1.0221 0.3212
```

## Properties
Molar mass   404.415 g mol⁻¹
HOMO-LUMO gap   0.2477 Ha
Electronic energy   -2690.333003 hartree

=====

# 5
# C3H5Cl3

An isolated molecule of C3H5Cl3 at a distorted geometry (the ωB97M-V functional and the def2-TZVPD basis, OMol25).

```
11
Properties=species:S:1:pos:R:3
C -1.1539 -0.5253 0.1967
C -0.0566 0.2002 -0.5540
Cl 0.6340 -0.7439 -1.9368
Cl -0.6457 1.7206 -1.1242
C 1.0565 0.5197 0.4258
Cl 2.2006 -0.7984 0.7229
H -2.0004 -0.7516 -0.5946
H -0.8982 -1.5906 0.5054
H -1.5484 0.0538 1.0113
H 1.6415 1.2667 -0.0761
H 0.7706 0.6489 1.4236
```

## Properties
Molar mass   147.432 g mol⁻¹
HOMO-LUMO gap   0.4215 Ha
ΔE to the lowest compared entry with this formula, charge and spin   47.2 kJ/mol
Structure (SMILES)   CC(Cl)(Cl)CCl
Electronic energy   -1497.871128 hartree

=====

# 6
# C3H5N3

An isolated molecule of C3H5N3 (the ωB97M-V functional and the def2-TZVPD basis, OMol25).

```
11
Properties=species:S:1:pos:R:3
N -1.7350 -0.4873 1.0215
C -0.4244 -0.4426 0.8150
C 0.6025 -1.0446 -1.2894
N 1.3286 0.0656 -1.0233
C 1.0589 1.0045 -0.0459
N 0.1325 0.7827 0.8165
H -2.3236 0.3385 1.0459
H -2.1883 -1.3781 1.1470
H -0.4581 -0.7723 -1.1604
H 2.2882 0.0683 -1.3549
H 1.7187 1.8652 0.0279
```

## Properties
Molar mass   83.094 g mol⁻¹
HOMO-LUMO gap   0.3316 Ha
ΔE to the lowest compared entry with this formula, charge and spin   417.4 kJ/mol
Electronic energy   -281.431053 hartree

=====

# 7
# C30H73GaN9O9

C30H73GaN9O9 as an isolated structure (the ωB97M-V functional and the def2-TZVPD basis, OMol25).

```
122
Properties=species:S:1:pos:R:3
C 3.6210 -2.1372 0.3680
C 2.4977 -1.6607 -0.5563
C 1.3156 -0.9785 0.1617
Ga -0.4161 -2.1113 0.1504
H 3.4408 -3.1305 0.7778
H 4.5416 -2.2240 -0.2175
H 3.8349 -1.4308 1.1697
H 2.9443 -0.9204 -1.2339
H 2.2131 -2.5117 -1.1817
H 1.5802 -0.8397 1.2131
H 1.1413 0.0046 -0.2700
H -1.3790 -1.7050 -1.0732
H 0.0605 -3.6555 -0.0256
H -1.1905 -1.8280 1.5394
C -2.3204 2.1339 -3.1825
C -2.2590 1.7372 -1.7229
O -1.4628 0.9204 -1.3124
N -3.1497 2.3361 -0.8745
C -4.1676 3.3190 -1.1868
H -1.5609 1.5745 -3.7197
H -3.2973 1.8963 -3.6069
H -2.1234 3.2011 -3.3022
H -3.0617 2.0256 0.0811
H -3.9855 4.2342 -0.6140
H -5.1460 2.9282 -0.9107
H -4.1619 3.5642 -2.2443
C 2.2953 -3.5685 -4.3328
C 3.1162 -3.3484 -5.5788
O 2.9751 -4.0126 -6.5972
N 4.0375 -2.3515 -5.5147
C 4.3033 -1.4691 -4.3857
H 1.5907 -4.3765 -4.5046
H 2.9374 -3.8381 -3.4940
H 1.7377 -2.6650 -4.0857
H 4.5729 -2.2323 -6.3597
H 4.1404 -0.4335 -4.6777
H 5.3404 -1.5752 -4.0691
H 3.6516 -1.7075 -3.5522
C 6.3612 -0.0040 -1.3322
C 5.7404 1.0358 -2.2294
O 5.8490 0.9973 -3.4552
N 5.0501 2.0373 -1.6501
C 4.7825 2.2805 -0.2480
H 6.8786 -0.7338 -1.9487
H 7.0809 0.4547 -0.6526
H 5.5922 -0.5150 -0.7535
H 4.6758 2.7046 -2.3067
H 3.7042 2.3021 -0.0894
H 5.1923 3.2470 0.0315
H 5.2119 1.5092 0.3848
C 5.1916 6.9896 -2.7581
C 5.6736 5.8175 -1.9401
O 4.9095 4.9593 -1.5199
N 7.0063 5.7460 -1.6742
C 8.0571 6.6753 -2.0695
H 4.1162 6.9060 -2.8806
H 5.4159 7.9294 -2.2523
H 5.6606 6.9876 -3.7436
H 7.2639 4.9402 -1.1243
H 8.8100 6.1650 -2.6705
H 8.5422 7.0782 -1.1787
H 7.6521 7.4948 -2.6516
C -7.0768 3.2836 3.4790
C -6.2332 3.5294 2.2563
O -6.3435 2.8456 1.2492
N -5.3297 4.5456 2.3063
C -5.0573 5.4468 3.4075
H -7.7257 2.4395 3.2764
H -6.4527 3.0376 4.3338
H -7.6966 4.1550 3.7061
H -4.7974 4.6545 1.4577
H -5.2365 6.4783 3.0963
H -4.0137 5.3532 3.7130
H -5.6920 5.2206 4.2572
C -7.0493 -0.7144 3.1546
C -6.7683 -0.1866 4.5405
O -6.0756 0.8044 4.7163
N -7.3106 -0.8532 5.5917
C -8.1484 -2.0421 5.5703
H -6.5489 -0.0756 2.4320
H -6.6687 -1.7305 3.0462
H -8.1211 -0.7042 2.9495
H -7.0809 -0.4487 6.4855
H -9.1044 -1.8311 6.0393
H -7.6572 -2.8403 6.1299
H -8.3178 -2.3776 4.5527
C 7.6954 4.7654 -7.4053
C 7.9261 5.2175 -5.9835
O 8.6262 6.1893 -5.7178
N 7.3281 4.5082 -5.0005
C 6.4638 3.3372 -5.0966
H 8.2367 5.4300 -8.0720
H 8.0611 3.7483 -7.5487
H 6.6344 4.8052 -7.6535
H 7.5231 4.8621 -4.0781
H 5.4984 3.5711 -4.6476
H 6.9049 2.5139 -4.5496
H 6.3120 3.0406 -6.1293
C -12.0677 -5.0094 6.1392
C -10.8122 -4.5764 6.8575
O -10.5056 -3.4005 6.9730
N -10.0191 -5.5497 7.3777
C -10.2143 -6.9868 7.3384
H -12.5854 -4.1238 5.7848
H -11.8236 -5.6391 5.2829
H -12.7280 -5.5555 6.8139
H -9.1985 -5.1929 7.8421
H -10.2717 -7.3803 8.3546
H -9.3728 -7.4606 6.8308
H -11.1281 -7.2400 6.8124
C 3.3326 -8.6633 1.6952
C 3.4190 -7.2396 2.1988
O 4.2435 -6.9084 3.0413
N 2.5466 -6.3466 1.6795
C 1.5121 -6.5711 0.6815
H 4.0900 -9.2548 2.2010
H 2.3519 -9.0888 1.9107
H 3.5149 -8.7029 0.6208
H 2.6488 -5.4133 2.0496
H 1.6965 -5.9270 -0.1775
H 0.5435 -6.3083 1.1049
H 1.4977 -7.6079 0.3607
```

## Properties
Molar mass   773.691 g mol⁻¹
HOMO-LUMO gap   0.2140 Ha
Electronic energy   -4281.714771 hartree
Net charge   -1

=====

# 8
# C3H3ClN2S

An isolated molecule of C3H3ClN2S at a distorted geometry (the ωB97M-V functional and the def2-TZVPD basis, OMol25).

```
10
Properties=species:S:1:pos:R:3
S -2.3733 -0.2874 -0.1062
C -0.7014 0.1462 0.1322
C 0.3276 -0.8252 0.2777
C 1.4089 0.0082 -0.0034
Cl 3.1175 -0.3256 -0.1006
N 1.0658 1.2153 -0.0667
N -0.1675 1.3267 -0.0209
H -2.4168 -1.7276 -0.5091
H 0.4104 -1.8434 0.2122
H -0.6713 2.3128 0.1848
```

## Properties
Molar mass   134.591 g mol⁻¹
HOMO-LUMO gap   0.3320 Ha
ΔE to the lowest compared entry with this formula, charge and spin   209.3 kJ/mol
Structure (SMILES)   Sc1cc(Cl)n[nH]1
Electronic energy   -1083.926821 hartree